(1)
ORCA calculation (ωB97M-V/def2-TZVPD) on a cluster of 2 separate species, C7H16N2 in total at a distorted geometry.

Calculated values
SMILES: C/N=C(\C)C(C)C.C=N
Multiplicity: 1
E_LUMO: 0.776 eV
E: -10495.4599 eV
Total charge: 0
Strongest force on any atom: 0.0876 Eh/bohr
Relative energy (zero: lowest compared OMol25 entry of this formula, charge and spin): 366.40 kJ/mol
Molecular weight: 128.22 g mol⁻¹
HOMO: -8.4 eV
HOMO-LUMO gap: 0.338 hartree

```
25
Properties=species:S:1:pos:R:3:forces:R:3:nbo_charge:R:1
C -2.0077 1.5245 -0.1613 -0.1 -0.4 0.2 -0.4498
N -0.9714 0.6946 -0.7304 2.4 0.5 1.1 -0.5170
C -0.0760 0.0585 0.0474 -0.9 4.3 -1.1 0.3939
C -0.1155 0.1653 1.5519 -0.1 -0.3 -0.2 -0.7242
C 1.2754 -0.1749 -0.6192 -0.3 -0.8 -0.2 -0.2897
C 2.0903 1.1257 -0.5786 -0.2 -0.1 0.1 -0.5904
C 2.0690 -1.3446 -0.0357 -0.1 0.0 -0.1 -0.6126
H -2.3757 2.1931 -0.9402 0.0 0.0 0.1 0.2076
H -1.6736 2.1242 0.6909 0.1 0.0 0.0 0.1762
H -2.8588 0.9165 0.1814 -0.1 0.0 0.0 0.2088
H 0.0211 1.2084 1.8460 -0.1 0.0 -0.1 0.2471
H 0.6695 -0.4095 2.0378 -0.1 -0.1 0.0 0.2274
H -1.0925 -0.1461 1.9226 0.0 0.0 0.1 0.2334
H 1.0454 -0.3831 -1.6686 0.0 0.0 0.0 0.2258
H 2.3604 1.3893 0.4456 0.0 0.0 0.0 0.1992
H 1.5251 1.9439 -1.0202 0.0 0.0 0.0 0.2276
H 3.0186 1.0023 -1.1359 0.0 -0.1 0.0 0.2165
H 2.9151 -1.5771 -0.6818 0.0 0.0 0.1 0.2205
H 1.4534 -2.2422 0.0450 0.0 0.0 0.0 0.2109
H 2.4514 -1.1164 0.9600 0.1 0.0 0.0 0.2012
C -1.7328 -1.2356 -0.7623 1.5 -3.6 1.8 0.0518
N -2.8396 -1.4223 -0.1775 -0.6 1.1 -0.5 -0.7367
H -0.6860 -1.5087 -0.2124 -2.0 -0.5 -1.1 0.1220
H -1.5997 -1.2518 -1.8335 0.0 0.4 -0.1 0.2066
H -2.8653 -1.5340 0.8288 0.5 -0.3 0.0 0.3440
```
Positions in Å, forces in eV/Å.

(2)
ORCA calculation (ωB97M-V/def2-TZVPD) on a structure of composition C7H16N2O at a distorted geometry.

Calculated values
Multiplicity: 1
E_LUMO: 0.735 eV
E: -12543.8746 eV
Total charge: 0
Strongest force on any atom: 0.0529 Eh/bohr
Relative energy (zero: lowest compared OMol25 entry of this formula, charge and spin): 328.05 kJ/mol
Molecular weight: 144.22 g mol⁻¹
HOMO: -8.5 eV
HOMO-LUMO gap: 0.339 hartree

```
26
Properties=species:S:1:pos:R:3:forces:R:3:nbo_charge:R:1
C 0.3712 0.2635 0.6411 -0.6 -1.6 0.2 -0.1087
C -0.6456 -1.4220 0.0728 1.9 1.4 0.3 -0.0450
C 0.1549 0.3031 2.1442 0.0 0.0 -0.1 -0.6244
C 1.8248 0.0349 0.2888 -0.1 -0.1 -0.1 -0.6331
C -0.2839 -1.6937 -1.3661 0.0 0.0 0.1 -0.6542
C -2.0477 -1.2378 0.3586 -1.1 2.4 -0.1 -0.7439
N -0.0645 1.7354 -1.3188 0.1 0.2 0.1 -0.4781
C -0.4347 1.2078 -0.0848 -2.0 0.1 -0.7 0.6046
N 1.1863 2.3348 -1.6035 0.1 -0.2 0.2 -0.6418
O -1.6622 1.3507 0.2141 2.0 1.2 -0.1 -0.6522
H -0.8171 2.2943 -1.6967 0.0 -0.1 0.1 0.3861
H -0.0898 -2.0139 0.7947 0.1 -0.1 -0.1 0.1940
H 1.8318 1.6395 -1.9593 -0.1 0.1 0.1 0.3503
H 1.5872 2.7605 -0.7723 -0.1 -0.1 -0.1 0.3440
H 0.4024 -0.6582 2.5994 0.0 0.0 0.0 0.2050
H 2.1750 -0.8694 0.7920 0.0 0.0 0.0 0.2174
H 0.8077 1.0508 2.6045 0.0 0.0 0.0 0.2049
H -0.8722 0.5633 2.3875 0.0 -0.1 0.0 0.2401
H 1.9832 -0.0939 -0.7791 0.0 0.0 0.0 0.2071
H 2.4652 0.8497 0.6372 0.0 0.0 0.0 0.2102
H -0.6799 -0.9164 -2.0212 0.0 0.0 0.0 0.2214
H -2.7355 -1.7061 -0.3446 0.1 -0.2 0.1 0.2229
H 0.7918 -1.7568 -1.5204 0.0 0.0 0.0 0.2079
H -0.7197 -2.6478 -1.6744 0.0 0.0 0.0 0.2218
H -2.1955 0.0067 0.2105 -0.1 -2.7 0.2 0.3265
H -2.3331 -1.3789 1.3957 0.0 -0.4 0.1 0.2173
```
Positions in Å, forces in eV/Å.

Look up the strongest force on any atom of the first one. 0.0876 Eh/bohr

multiplicity of number 1 (C7H16N2)? 1

Which of these has the lowest molecular weight? C7H16N2